(1)
ORCA calculation (ωB97M-V with the def2-TZVPD basis set) on a 2-piece molecular cluster, CHBrCl2O overall in a non-equilibrium geometry.

Output
Maximum force in eV Å⁻¹: 4.0
Energy above the lowest of the compared OMol25 structures with the same formula, charge and spin in eV: 3.807
Frontier orbital gap (spin up / spin down) in hartree: 0.29184 / 0.29200

Last columns: bonded neighbours and bond lengths (Å).
Atoms and positions in Å:
1 Br -1.6514 -1.1166 0.2269  C4 1.835
2 Cl -0.5417 1.2501 -1.2478  C4 1.647
3 O 1.4245 -0.7218 0.1313  H5 0.976
4 C -0.5941 0.3815 0.1509  Br1 1.835, Cl2 1.647, Cl6 1.680
5 H 1.4987 -1.0022 -0.8003  O3 0.976
6 Cl -0.1360 1.2090 1.5391  C4 1.680

(2)
ORCA calculation (ωB97M-V with the def2-TZVPD basis set) on a 2-piece molecular cluster, CHBrF2O2S overall in a non-equilibrium geometry.

Output
Maximum force in eV Å⁻¹: 3.0
Energy above the lowest of the compared OMol25 structures with the same formula, charge and spin in eV: 1.641
Frontier orbital gap (spin up / spin down) in hartree: 0.29906 / 0.27222

Last columns: bonded neighbours and bond lengths (Å).
Atoms and positions in Å:
1 Br 3.4652 0.7603 -0.1566  S8 2.200
2 O 2.4006 -1.5187 1.4661  S8 1.429
3 C -0.0810 -0.4627 -0.6035  H4 1.094, F5 1.309, F7 1.265
4 H -0.0142 0.3599 0.1139  C3 1.094
5 F -0.9831 -1.4064 -0.5041  C3 1.309
6 O 2.9228 -2.0553 -0.8837  S8 1.422
7 F 0.0814 -0.0985 -1.8036  C3 1.265
8 S 2.4054 -1.1521 0.0852  Br1 2.200, O2 1.429, O6 1.422

(3)
ORCA calculation (ωB97M-V with the def2-TZVPD basis set) on a 2-piece molecular cluster, CHBrF2O2S overall in a non-equilibrium geometry.

Output
Maximum force in eV Å⁻¹: 3.8
Energy above the lowest of the compared OMol25 structures with the same formula, charge and spin in eV: 1.873
Frontier orbital gap (spin up / spin down) in hartree: 0.35794 / 0.19607

Last columns: bonded neighbours and bond lengths (Å).
Atoms and positions in Å:
1 O 1.1378 -0.3007 -0.4822  C7 1.263
2 H -0.6099 0.2843 0.2810  C7 1.129
3 F 0.9105 0.9005 1.4075  C7 1.381
4 S 3.3998 -1.8849 -2.1457  Br5 2.162, O6 1.428
5 Br 1.4056 -2.6232 -2.5355  S4 2.162
6 O 4.0642 -2.7673 -1.2408  S4 1.428
7 C 0.4718 0.5744 0.1396  O1 1.263, H2 1.129, F3 1.381, F8 1.390
8 F 0.3976 1.8103 -0.4927  C7 1.390

(4)
ORCA calculation (ωB97M-V with the def2-TZVPD basis set) on one molecule with the formula CHBrF2OS in a non-equilibrium geometry.

Output
Maximum force in eV Å⁻¹: 2.1
Energy above the lowest of the compared OMol25 structures with the same formula, charge and spin in eV: 2.565
Frontier orbital gap in hartree: 0.31332

Last columns: bonded neighbours and bond lengths (Å).
Atoms and positions in Å:
1 C -0.2425 -0.6594 -0.0625  S2 1.635, F3 1.302, F6 1.338
2 S -0.3617 0.9709 -0.0530  C1 1.635, Br5 2.337, O7 1.717
3 F -1.0946 -1.6309 0.1006  C1 1.302
4 H 2.0655 0.5970 0.1442  O7 0.983
5 Br -2.6819 0.6951 0.0154  S2 2.337
6 F 0.9795 -1.2030 -0.1087  C1 1.338
7 O 1.3357 1.2303 -0.0361  S2 1.717, H4 0.983